Entry 1:
Here is a structure of composition C20H40NP3SScSe in a non-equilibrium geometry from the OMol25 dataset. Energies are from the ωB97M-V functional and the def2-TZVPD basis.

Calculated values
Orbital gap (spin up / spin down) (Eh): 0.13379 / 0.15088
LUMO (spin up / spin down) (Ha): -0.47351 / -0.46193
Total charge: +3
Calculated total energy (eV): -147599.69597

Positions of all 67 atoms, in Å:
Sc (-0.0186, -0.2648, 0.9255)
P (0.2558, 2.0366, 2.4895)
P (-2.5034, 0.5496, 0.8541)
P (2.5740, -0.1411, 0.7092)
H (-1.3457, -2.9212, -6.4850)
C (-0.5536, -3.6647, -6.3283)
C (-0.7099, -4.5866, -5.3580)
H (-1.6799, -4.7799, -4.8771)
C (0.3031, 3.6689, 1.6383)
C (-1.0777, 2.2942, 3.7242)
C (1.7270, 2.1896, 3.5736)
C (-3.2111, -0.4560, -0.5002)
C (-3.7199, 0.2697, 2.1782)
C (-2.9728, 2.2250, 0.2850)
C (2.8627, -1.3240, -0.6548)
C (3.7577, -0.7136, 1.9671)
C (3.3964, 1.3588, 0.0640)
H (0.2952, -3.5758, -7.0134)
H (0.1102, -5.2073, -4.9881)
H (0.3988, 4.5000, 2.3514)
H (-0.5947, 3.8271, 1.0317)
H (1.1573, 3.6961, 0.9532)
H (-0.8302, 3.1058, 4.4241)
H (-1.2122, 1.3687, 4.2981)
H (-2.0290, 2.5305, 3.2338)
H (1.7327, 3.1525, 4.1061)
H (2.6542, 2.1048, 2.9953)
H (1.7164, 1.3843, 4.3165)
H (-4.3040, -0.3520, -0.4769)
H (-2.9429, -1.5115, -0.3777)
H (-2.8216, -0.1141, -1.4656)
H (-4.6428, 0.7867, 1.8803)
H (-3.3486, 0.6791, 3.1266)
H (-3.9022, -0.8059, 2.2973)
H (-4.0663, 2.2802, 0.2040)
H (-2.5175, 2.4342, -0.6937)
H (-2.6359, 2.9838, 1.0003)
H (3.9446, -1.4882, -0.7431)
H (2.4510, -0.9341, -1.5951)
H (2.3671, -2.2748, -0.4256)
H (4.7289, -0.8545, 1.4741)
H (3.4132, -1.6694, 2.3889)
H (3.8384, 0.0370, 2.7660)
H (4.4454, 1.1124, -0.1413)
H (3.3554, 2.1697, 0.8031)
H (2.9019, 1.6961, -0.8581)
C (0.0883, 0.4163, -2.9108)
C (-0.3732, -0.8997, -3.1064)
C (-0.2521, -1.4770, -4.3532)
C (0.2372, -0.7894, -5.4640)
C (0.6835, 0.5290, -5.2828)
C (0.6238, 1.1162, -4.0219)
Se (-0.0120, 1.3586, -1.3057)
H (-0.2322, -1.5781, -0.3447)
H (-0.8161, -1.4810, -2.2997)
H (-0.5386, -2.5126, -4.4741)
H (0.2557, -1.2780, -6.4386)
H (1.0751, 1.1164, -6.1106)
H (0.9822, 2.1343, -3.8560)
S (-1.7348, -2.2725, 4.3456)
C (-0.1889, -1.7640, 4.9880)
C (0.6357, -1.2766, 4.0133)
N (0.0476, -1.3289, 2.7466)
C (-1.1885, -1.8896, 2.7590)
H (0.0377, -1.8112, 6.0400)
H (1.6452, -0.8875, 4.1312)
H (-1.7227, -2.2267, 1.8670)


Entry 2:
Here is a cluster of 11 separate species, C4H30N2O11 in total in a non-equilibrium geometry from the OMol25 dataset. Energies are from the ωB97M-V functional and the def2-TZVPD basis.

Calculated values
Orbital gap (Eh): 0.32274
LUMO (Ha): 0.00224
Structure (SMILES): CNCC(=O)NC.O.O.O.O.O.O.O.O.O.O
Calculated total energy (eV): -30135.03259
Energy above the lowest of the compared OMol25 structures with the same formula, charge and spin (eV): 4.4068

Positions of all 47 atoms, in Å:
C (2.2312, 3.3515, -0.6664)
N (1.4932, 3.0230, 0.6074)
C (1.5960, 1.7128, 1.0925)
C (0.6168, 0.7351, 0.3539)
O (0.1130, 1.0253, -0.7151)
N (0.2287, -0.4982, 0.9762)
C (1.0610, -0.9222, 2.0263)
H (1.8722, 4.3199, -1.0634)
H (2.2898, 2.5776, -1.4546)
H (3.2871, 3.6920, -0.4633)
H (0.7589, 3.6879, 0.7577)
H (2.6121, 1.3718, 0.8218)
H (1.6001, 1.6803, 2.2446)
H (-0.4472, -1.0579, 0.6165)
H (0.9642, -0.1959, 2.7875)
H (1.0051, -1.9709, 2.2541)
H (2.1106, -0.8779, 1.9097)
O (1.5267, -1.4234, -4.1102)
H (1.9139, -0.5682, -3.9672)
H (2.0810, -2.1500, -3.9456)
O (-4.8066, 0.2305, 1.3326)
H (-4.7786, 0.1463, 2.2761)
H (-4.3639, 1.0621, 0.9366)
O (-1.0420, 5.0442, 2.1599)
H (-1.7569, 4.4963, 1.9909)
H (-0.4075, 4.4084, 2.4414)
O (2.9045, -2.9245, -2.3817)
H (2.9651, -1.9916, -2.3954)
H (2.0476, -3.0709, -1.8047)
O (-2.1989, 1.9400, 1.1718)
H (-2.0855, 0.9678, 1.1739)
H (-1.6367, 2.2334, 0.5248)
O (4.7168, -1.3076, -0.2002)
H (5.3048, -1.1233, 0.5349)
H (4.9686, -2.2314, -0.4829)
O (-2.0047, -2.5574, 1.4899)
H (-2.8911, -2.3709, 1.6155)
H (-2.0569, -3.3327, 0.9697)
O (-1.9690, -2.4581, -0.9414)
H (-2.6746, -3.0242, -1.0181)
H (-2.4588, -1.6728, -1.0155)
O (-3.7212, -0.0356, -1.0036)
H (-3.1650, 0.6678, -1.3607)
H (-4.4253, 0.4561, -0.5293)
O (0.4711, -3.3833, -0.7123)
H (-0.2448, -3.0206, -1.1901)
H (0.6101, -3.2470, 0.1941)


Entry 3:
Here is a cluster of 6 separate species, H12O6 in total in a non-equilibrium geometry from the OMol25 dataset. Energies are from the ωB97M-V functional and the def2-TZVPD basis.

Calculated values
Orbital gap (Eh): 0.37915
LUMO (Ha): 0.00411
Structure (SMILES): O.O.O.O.O.O
Calculated total energy (eV): -12479.43383
Energy above the lowest of the compared OMol25 structures with the same formula, charge and spin (eV): 1.6799

Positions of all 18 atoms, in Å:
O (2.2594, 0.1137, -1.5760)
H (3.1134, -0.0373, -1.1490)
H (2.0084, 1.0017, -1.2940)
O (-1.8976, -1.9213, -1.9460)
H (-2.5286, -1.7733, -1.2100)
H (-1.6146, -2.8333, -1.9050)
O (-3.3596, -1.3873, 0.0830)
H (-2.9366, -2.0873, 0.5380)
H (-2.7136, -0.6963, 0.1150)
O (1.9574, 2.4217, 0.4810)
H (1.5664, 1.8397, 1.1780)
H (2.3314, 3.1437, 0.9210)
O (1.4624, 0.0937, 1.6420)
H (1.5314, -0.7953, 1.2800)
H (2.1244, 0.1637, 2.2790)
O (-1.2556, 0.5517, 0.1350)
H (-0.3626, 0.8607, 0.0460)
H (-1.6856, 1.3417, 0.3820)


Entry 4:
Here is a structure of composition C18H30N2O11SeTi in a non-equilibrium geometry from the OMol25 dataset. Energies are from the ωB97M-V functional and the def2-TZVPD basis.

Calculated values
Multiplicity: 3
Orbital gap (spin up / spin down) (Eh): 0.11877 / 0.28709
LUMO (spin up / spin down) (Ha): -0.01654 / -0.00335
Calculated total energy (eV): -133112.40804
Energy above the lowest of the compared OMol25 structures with the same formula, charge and spin (eV): 2.0341
Expectation value of S²: 2.0139

Positions of all 63 atoms, in Å:
Ti (0.9090, 1.0834, -0.1766)
C (1.8442, -1.4738, 1.0895)
C (1.5770, -1.9355, -0.3451)
O (1.0791, -0.8305, -1.0948)
C (1.4512, -0.8525, -2.4619)
C (2.8075, -0.1537, -2.6250)
O (2.7455, 1.0890, -1.9525)
C (2.9599, 2.2421, -2.7446)
C (1.6451, 2.8063, -3.3401)
O (0.6022, 1.9037, -3.0223)
C (-0.6836, 2.4737, -2.9712)
C (-1.5874, 1.4085, -2.3519)
O (-1.2161, 1.1636, -1.0089)
C (-2.1227, 1.6831, -0.0314)
C (-1.3258, 2.4095, 1.0588)
O (-0.2509, 1.5453, 1.3363)
C (0.1940, 1.3847, 2.6658)
C (0.9756, 0.0510, 2.6775)
O (0.8463, -0.5311, 1.3912)
H (2.8368, -0.9997, 1.1613)
H (1.7875, -2.3301, 1.7789)
H (0.8036, -2.7163, -0.3495)
H (2.5028, -2.3339, -0.7776)
H (0.6997, -0.2566, -2.9857)
H (1.4616, -1.8810, -2.8466)
H (3.0363, -0.0302, -3.6901)
H (3.6096, -0.7426, -2.1519)
H (3.6774, 2.0100, -3.5399)
H (3.3942, 2.9783, -2.0634)
H (1.7147, 2.9229, -4.4338)
H (1.4304, 3.7847, -2.8959)
H (-1.0354, 2.7439, -3.9815)
H (-0.6683, 3.3679, -2.3309)
H (-1.4708, 0.4695, -2.9082)
H (-2.6316, 1.7267, -2.4247)
H (-2.6149, 0.8057, 0.4120)
H (-2.8522, 2.3596, -0.4890)
H (-1.9525, 2.5759, 1.9463)
H (-0.9261, 3.3720, 0.6953)
H (-0.6666, 1.3357, 3.3435)
H (0.8510, 2.2205, 2.9483)
H (0.5635, -0.6384, 3.4287)
H (2.0355, 0.2367, 2.8941)
O (2.0316, 3.6558, 1.9418)
Se (2.4538, 3.0184, 0.5527)
O (2.6795, 1.3881, 0.7317)
O (1.1314, 2.9811, -0.4737)
O (3.6829, 3.7544, -0.1166)
N (-3.3412, -5.8811, 2.4539)
C (-3.2988, -4.6469, 3.0766)
O (-3.7592, -4.5170, 4.2077)
C (-2.7638, -3.5324, 2.3099)
C (-2.3083, -3.5810, 0.9734)
C (-1.9164, -2.4184, 0.3548)
N (-1.9169, -1.2055, 0.9228)
C (-2.3335, -1.1668, 2.2032)
C (-2.7484, -2.2569, 2.9179)
H (-3.6174, -6.6428, 3.0545)
H (-2.6813, -6.1054, 1.7303)
H (-2.2911, -4.5104, 0.4215)
H (-1.5939, -2.4289, -0.6837)
H (-2.3506, -0.1787, 2.6503)
H (-3.0969, -2.1764, 3.9366)